# 1
Below is a 2-piece molecular cluster, C3HN2O3 overall, with properties calculated with wB97M-V/def2-TZVPD.

Cartesian coordinates (Å):
C 0.302 2.553 0.716
C 0.202 -0.974 0.590
C -0.633 -1.800 -1.626
N -0.049 1.626 0.057
N -0.120 -1.816 -0.543
O 0.556 3.532 1.410
O -1.133 -1.895 -2.688
O 0.641 -1.451 1.592
H 0.235 0.224 0.492

The HOMO energy is -4.46 eV. As for the net charge: -1. Its total energy is -12251.0173 eV. For the energy relative to the best compared isomer or geometry (same formula, charge and spin), the calculation gives 97.6 kJ/mol.

# 2
Below is a 2-piece molecular cluster, C3HN2O3S overall, with properties calculated with wB97M-V/def2-TZVPD.

Cartesian coordinates (Å):
C 0.256 0.953 2.461
C -1.441 0.897 -0.673
C 0.762 -1.278 -2.065
N -0.329 1.275 3.411
N -0.495 0.383 -0.297
O 1.569 -0.600 -1.631
O 0.934 -1.223 1.157
O -0.057 -1.955 -2.460
S 1.129 0.162 0.911
H -2.327 1.387 -0.814

The HOMO energy is -17.20 eV. As for the net charge: +1. Its total energy is -23073.0748 eV. For the energy relative to the best compared isomer or geometry (same formula, charge and spin), the calculation gives 0.0 kJ/mol.

# 3
Below is an isolated ion of composition C3HN2OS and charge +1, with properties calculated with wB97M-V/def2-TZVPD.

Cartesian coordinates (Å):
C 0.023 1.256 0.357
C 1.029 0.229 0.222
C -1.171 -0.802 -0.204
N -0.995 1.305 -0.421
N 0.073 -0.916 -0.331
O 2.178 0.107 0.312
S -1.670 0.517 0.866
H 0.533 -1.696 -0.801

The HOMO energy (spin up / spin down) is -14.72 / -14.72 eV. Its structure (SMILES) is O=C1[NH+]=C=S2=NC=21. As for the net charge: +1. Its total energy is -18974.8193 eV. For the energy relative to the best compared isomer or geometry (same formula, charge and spin), the calculation gives 494.7 kJ/mol.

# 4
Below is a 2-piece molecular cluster, C3HN3O2 overall, with properties calculated with wB97M-V/def2-TZVPD.

Cartesian coordinates (Å):
C -2.012 -1.529 0.544
C 2.422 -0.102 -0.102
C 0.537 2.900 -0.621
N 1.173 1.928 -0.431
N -2.852 -0.721 0.219
N 1.746 0.837 -0.388
O -1.407 -2.504 0.699
O 3.020 -1.099 -0.070
H -2.627 0.291 0.151

The HOMO energy is -11.21 eV. As for the net charge: 0. Its total energy is -11688.7948 eV. For the energy relative to the best compared isomer or geometry (same formula, charge and spin), the calculation gives 255.2 kJ/mol.

# 5
Below is C3HN3O2S as an isolated structure, with properties calculated with wB97M-V/def2-TZVPD.

Cartesian coordinates (Å):
C 0.203 -0.760 0.853
C 2.129 0.909 0.165
C -0.222 -0.174 -0.336
N 0.514 -1.289 1.848
N 2.803 0.544 1.005
N -1.683 0.250 -0.407
O -1.922 1.102 -1.220
O -2.455 -0.324 0.307
S 0.939 1.012 -1.073
H -0.306 -1.270 -1.142

The HOMO energy is -10.94 eV. As for the net charge: 0. Its total energy is -22521.8412 eV. For the energy relative to the best compared isomer or geometry (same formula, charge and spin), the calculation gives 150.6 kJ/mol.

# 6
Below is C3HNO as an isolated structure, with properties calculated with wB97M-V/def2-TZVPD.

Cartesian coordinates (Å):
C -0.951 0.852 -1.088
C 0.994 -0.575 0.798
C -0.107 -0.249 -0.865
N 0.767 0.397 1.825
O 1.116 -1.101 -0.398
H -1.819 0.676 -0.272

The HOMO energy (spin up / spin down) is -10.27 / -10.27 eV. As for the net charge: 0. Its total energy is -6654.1907 eV. For the energy relative to the best compared isomer or geometry (same formula, charge and spin), the calculation gives 850.7 kJ/mol.

no.,largest force on an atom (eV/Å)
1,2.0
2,3.1
3,4.8
4,3.9
5,5.6
6,13.8